No. 1
One molecule with the formula C4H5NO2, computed with ωB97M-V/def2-TZVPD.

Charge ... 0
Frontier orbital gap (alpha / beta) ... 8.8 / 8.8 eV

Each line ends with the natural charge from an NBO analysis.
Cartesian coordinates (Å):
O (-2.79, 0.28, 0.03)  -0.4546
C (-1.54, 0.07, 0.12)  0.4626
N (-1.31, 0.69, 1.22)  -0.1361
C (1.15, 0.57, 0.58)  -0.5833
C (0.80, -0.36, -0.56)  0.0771
O (0.23, -1.59, -0.15)  -0.4448
C (-0.62, -0.65, -0.79)  -0.0457
H (0.32, 0.59, 1.31)  0.2318
H (1.99, 0.20, 1.16)  0.2362
H (1.32, 1.59, 0.24)  0.2320
H (1.49, -0.43, -1.40)  0.2034
H (-1.03, -0.94, -1.75)  0.2215

No. 2
One molecule with the formula CH4FNP2, computed with ωB97M-V/def2-TZVPD.

Spin multiplicity ... 3
Charge ... 0
Frontier orbital gap (alpha / beta) ... 6.1 / 5.8 eV

Each line ends with the natural charge from an NBO analysis.
Cartesian coordinates (Å):
C (1.87, 0.15, 0.03)  0.3670
N (2.56, -0.59, 0.75)  -0.6438
F (2.27, 1.26, -0.53)  -0.3211
P (-1.09, 0.89, 0.24)  -0.0180
P (0.14, -0.50, -0.98)  0.1834
H (2.36, -1.46, 1.16)  0.3970
H (-0.46, 2.15, 0.11)  0.0002
H (-2.21, 1.07, -0.81)  0.0339
H (-0.29, -1.56, 0.04)  0.0014

No. 3
C33H23BrIrN4O5PS as an isolated structure, computed with ωB97M-V/def2-TZVPD.

Charge ... +2
Frontier orbital gap (alpha / beta) ... 3.3 / 3.4 eV

Each line ends with the natural charge from an NBO analysis.
Cartesian coordinates (Å):
Ir (0.84, -1.10, -1.91)  1.0109
O (1.68, -0.20, -3.71)  -0.9203
S (3.09, -0.17, -3.16)  2.3890
O (4.12, -0.61, -4.03)  -0.8340
O (2.91, -0.96, -1.87)  -0.9077
C (3.35, 1.48, -2.64)  -0.3490
C (4.58, 2.08, -2.82)  -0.1431
C (4.78, 3.36, -2.33)  -0.1610
C (3.76, 4.01, -1.65)  -0.1798
C (2.53, 3.39, -1.46)  -0.1156
C (2.30, 2.12, -1.96)  -0.3852
P (0.69, 1.31, -1.81)  1.2134
C (-0.40, 1.96, -3.08)  -0.4461
C (-0.58, 3.35, -3.14)  -0.1221
C (-1.41, 3.89, -4.11)  -0.2161
C (-2.06, 3.07, -5.01)  -0.1544
C (-1.89, 1.69, -4.95)  -0.1883
C (-1.06, 1.14, -3.99)  -0.1607
C (0.05, 1.84, -0.21)  -0.4110
C (-1.28, 2.23, -0.06)  -0.1879
C (-1.76, 2.60, 1.20)  -0.2231
C (-0.92, 2.57, 2.30)  -0.1197
C (0.41, 2.17, 2.16)  -0.2172
C (0.89, 1.80, 0.91)  -0.2119
H (5.37, 1.55, -3.35)  0.2645
H (5.73, 3.85, -2.47)  0.2498
H (3.92, 5.01, -1.26)  0.2448
H (1.75, 3.91, -0.92)  0.2245
H (-0.07, 4.00, -2.44)  0.2091
H (-1.53, 4.97, -4.16)  0.2386
H (-2.71, 3.50, -5.76)  0.2396
H (-2.39, 1.05, -5.66)  0.2368
H (-0.93, 0.06, -3.95)  0.2243
H (-1.94, 2.26, -0.92)  0.2410
H (-2.79, 2.92, 1.30)  0.2400
H (-1.29, 2.88, 3.27)  0.2305
H (1.07, 2.15, 3.01)  0.2345
H (1.92, 1.50, 0.80)  0.2269
Br (0.44, -7.27, 4.59)  0.1805
C (-0.55, -5.69, 4.51)  -0.0416
C (-1.28, -5.40, 3.35)  -0.2346
C (-2.00, -4.23, 3.28)  -0.1969
C (-1.98, -3.35, 4.37)  0.0749
C (-1.31, -3.67, 5.55)  -0.1618
C (-0.57, -4.83, 5.61)  -0.2247
N (-2.69, -2.15, 4.34)  -0.0052
N (-3.05, -1.53, 3.37)  -0.0792
C (-2.52, -1.29, 2.15)  0.1534
C (-3.43, -0.94, 1.13)  -0.1796
C (-3.05, -0.80, -0.18)  -0.1879
C (-1.70, -0.98, -0.53)  0.3721
O (-1.25, -0.91, -1.72)  -0.5557
C (-0.75, -1.23, 0.52)  0.0911
N (0.53, -1.32, 0.11)  -0.3955
C (1.51, -1.50, 0.98)  0.1009
C (1.24, -1.53, 2.35)  -0.2333
C (-0.06, -1.44, 2.80)  -0.0891
C (-1.11, -1.35, 1.86)  -0.0433
H (-1.29, -6.10, 2.53)  0.2507
H (-2.59, -4.01, 2.40)  0.2309
H (-1.36, -3.00, 6.39)  0.2538
H (-0.02, -5.09, 6.50)  0.2564
H (-4.48, -0.84, 1.40)  0.2640
H (-3.76, -0.56, -0.96)  0.2626
H (2.51, -1.59, 0.59)  0.2527
H (2.06, -1.62, 3.05)  0.2605
H (-0.26, -1.43, 3.86)  0.2465
O (1.36, -3.96, -2.24)  -0.0722
N (0.67, -3.05, -2.14)  0.1860

No. 4
One molecule with the formula C26H33N5O5, computed with ωB97M-V/def2-TZVPD.

Structure (SMILES) ... COc1cc2nc(N3CCN(C(=O)COc4c(OC)cccc4C(C)C)CC3)nc(N)c2cc1OC
Charge ... 0
Frontier orbital gap ... 8.0 eV

Each line ends with the natural charge from an NBO analysis.
Cartesian coordinates (Å):
C (7.59, -2.66, 0.85)  -0.2514
O (7.82, -1.35, 0.39)  -0.5039
C (6.73, -0.55, 0.14)  0.2720
C (5.44, -0.96, 0.33)  -0.2724
C (4.34, -0.11, 0.09)  0.1978
N (3.10, -0.57, 0.30)  -0.5740
C (2.10, 0.27, 0.07)  0.5892
N (0.84, -0.16, 0.34)  -0.4130
C (-0.31, 0.57, -0.13)  -0.2214
C (-0.87, -0.09, -1.40)  -0.2302
N (-1.15, -1.48, -1.14)  -0.4353
C (-2.36, -2.08, -1.11)  0.6641
O (-2.50, -3.26, -0.84)  -0.6305
C (-3.57, -1.22, -1.48)  -0.1508
O (-3.64, -0.10, -0.60)  -0.5440
C (-4.88, 0.26, -0.13)  0.3064
C (-5.96, 0.47, -1.00)  0.2438
O (-5.71, 0.28, -2.34)  -0.5057
C (-6.77, 0.44, -3.25)  -0.2492
C (-7.18, 0.87, -0.48)  -0.2952
C (-7.32, 1.08, 0.88)  -0.2013
C (-6.26, 0.89, 1.73)  -0.2286
C (-5.03, 0.47, 1.24)  -0.0437
C (-3.84, 0.25, 2.15)  -0.2346
C (-4.21, -0.54, 3.41)  -0.6004
C (-3.23, 1.60, 2.53)  -0.6001
C (0.02, -2.21, -0.69)  -0.2391
C (0.58, -1.56, 0.58)  -0.2308
N (2.22, 1.55, -0.34)  -0.5808
C (3.43, 2.02, -0.55)  0.4624
N (3.52, 3.29, -1.02)  -0.7815
C (4.60, 1.21, -0.35)  -0.1672
C (5.92, 1.61, -0.56)  -0.2124
C (6.98, 0.77, -0.33)  0.2304
O (8.21, 1.33, -0.56)  -0.5021
C (9.35, 0.53, -0.76)  -0.2387
H (7.03, -3.25, 0.12)  0.1811
H (8.58, -3.10, 0.97)  0.1999
H (7.07, -2.67, 1.81)  0.1820
H (5.20, -1.96, 0.68)  0.2242
H (0.00, 1.60, -0.34)  0.2462
H (-1.08, 0.56, 0.65)  0.1964
H (-1.78, 0.44, -1.71)  0.2311
H (-0.12, -0.03, -2.20)  0.1929
H (-3.50, -0.89, -2.52)  0.1975
H (-4.45, -1.85, -1.37)  0.2151
H (-7.59, -0.26, -3.04)  0.1782
H (-7.16, 1.47, -3.24)  0.1773
H (-6.36, 0.22, -4.23)  0.2002
H (-8.03, 1.04, -1.13)  0.2181
H (-8.28, 1.41, 1.27)  0.2127
H (-6.38, 1.07, 2.78)  0.2111
H (-3.10, -0.33, 1.59)  0.2201
H (-4.87, 0.03, 4.06)  0.1970
H (-4.72, -1.47, 3.14)  0.2156
H (-3.31, -0.79, 3.96)  0.2101
H (-3.94, 2.20, 3.08)  0.2031
H (-2.34, 1.46, 3.14)  0.2078
H (-2.95, 2.15, 1.63)  0.2110
H (-0.28, -3.24, -0.50)  0.2502
H (0.78, -2.19, -1.48)  0.1949
H (1.51, -2.03, 0.88)  0.2539
H (-0.16, -1.64, 1.38)  0.1939
H (4.40, 3.77, -0.96)  0.3906
H (2.67, 3.83, -0.99)  0.4034
H (6.16, 2.60, -0.92)  0.2097
H (9.70, 0.07, 0.17)  0.1845
H (10.12, 1.21, -1.13)  0.1865
H (9.17, -0.25, -1.50)  0.1758

Calculated values (eV/A) of F_max for the records, taken in order: 0.996 2.576 3.413 0.743.